--- A ---
ORCA calculation (wB97M-V/def2-TZVPD) on a structure of composition C9H36BeN18O13S.

Calculated values
LUMO: -4.91 eV
Orbital gap: 3.88 eV

XYZ file:
```
78
C9H36BeN18O13S, DFT wB97M-V/def2-TZVPD
Be 2.24 -0.88 -2.63
S 0.61 -0.11 -0.32
O 0.51 -0.63 1.06
O -0.13 1.14 -0.45
O 2.02 0.22 -0.70
O 0.32 -1.12 -1.35
C 0.43 -3.98 -2.65
O 1.57 -3.45 -2.69
N -0.67 -3.29 -2.37
N 0.26 -5.28 -2.92
H -0.79 -2.30 -2.27
H -1.54 -3.77 -2.52
H -0.68 -5.63 -2.95
H 1.08 -5.86 -2.92
C -3.22 -3.83 0.75
O -2.53 -4.64 1.33
N -4.57 -3.89 0.78
N -2.83 -2.91 -0.20
H -5.01 -4.50 1.44
H -5.08 -3.23 0.21
H -1.86 -2.83 -0.44
H -3.57 -2.52 -0.75
C -2.32 -0.86 3.54
O -3.39 -0.89 4.09
N -1.43 -1.89 3.51
N -1.72 0.32 3.11
H -0.50 -1.71 3.17
H -1.63 -2.76 3.96
H -1.01 0.31 2.39
H -2.14 1.19 3.39
C 0.46 5.23 0.15
O 1.67 5.43 -0.03
N -0.07 3.99 0.25
N -0.42 6.20 0.38
H 0.48 3.17 0.03
H -1.04 3.75 0.27
H -1.41 6.09 0.47
H -0.02 7.12 0.49
C -3.61 1.28 -1.74
O -4.65 1.51 -2.37
N -2.91 2.23 -1.08
N -3.05 0.06 -1.78
H -3.28 3.15 -1.21
H -1.95 2.01 -0.85
H -3.57 -0.76 -2.01
H -2.23 -0.18 -1.23
C 4.40 2.53 0.55
O 5.28 3.07 1.23
N 4.36 1.19 0.49
N 3.43 3.10 -0.17
H 5.08 0.65 0.93
H 3.47 0.86 0.15
H 3.00 2.52 -0.86
H 3.27 4.09 -0.21
C 1.83 -3.81 1.35
O 2.15 -4.99 1.48
N 1.45 -3.28 0.17
N 1.65 -3.01 2.40
H 0.76 -2.53 0.07
H 1.47 -3.80 -0.69
H 1.74 -3.36 3.34
H 1.34 -2.08 2.20
C 2.07 1.35 3.50
O 2.50 2.12 4.35
N 1.17 1.72 2.56
N 2.44 0.05 3.34
H 0.83 1.11 1.83
H 1.07 2.71 2.39
H 1.95 -0.40 2.59
H 3.24 -0.29 3.84
C 0.66 2.07 -3.88
O 1.58 1.29 -3.57
N -0.21 2.45 -2.94
N 0.53 2.68 -5.07
H -0.39 3.44 -2.84
H -0.20 1.99 -2.04
H 0.10 3.58 -5.11
H 1.15 2.25 -5.75
```

***

--- B ---
ORCA calculation (wB97M-V/def2-TZVPD) on a structure of composition C9H36BeN18O13S.

Calculated values
LUMO: -6.62 eV
Orbital gap: 2.87 eV

XYZ file:
```
78
C9H36BeN18O13S, DFT wB97M-V/def2-TZVPD
Be 3.85 -0.77 -3.62
S 0.25 0.91 -0.34
O 0.40 1.35 -1.73
O -0.01 2.02 0.51
O -0.82 -0.11 -0.31
O 1.50 0.17 0.01
C 2.24 3.05 -8.51
O 2.93 2.28 -7.83
N 2.67 3.70 -9.54
N 1.09 3.53 -8.13
H 2.12 4.46 -9.92
H 3.66 3.73 -9.76
H 0.46 3.99 -8.77
H 0.85 3.28 -7.18
C -7.13 -5.65 1.64
O -6.83 -5.63 2.87
N -8.36 -5.86 1.15
N -6.25 -5.45 0.72
H -8.50 -5.95 0.16
H -9.10 -6.31 1.67
H -6.48 -5.53 -0.26
H -5.28 -5.34 1.00
C -5.12 4.48 2.42
O -5.86 5.33 2.70
N -5.08 3.85 1.34
N -4.10 4.11 3.08
H -4.20 3.35 1.37
H -5.37 4.25 0.46
H -3.85 4.72 3.84
H -3.30 3.82 2.53
C 0.95 7.93 -1.30
O 1.26 9.05 -1.75
N -0.28 7.70 -1.12
N 1.70 6.91 -1.04
H -1.07 8.29 -1.33
H -0.51 6.85 -0.62
H 1.09 6.21 -0.65
H 2.67 6.98 -0.76
C -0.78 -3.30 5.03
O -0.90 -3.78 6.13
N -1.62 -3.09 4.11
N 0.35 -2.84 4.59
H -1.38 -2.60 3.26
H -2.58 -3.13 4.41
H 0.50 -2.43 3.68
H 1.12 -2.77 5.25
C 4.71 3.23 5.20
O 5.25 3.56 6.18
N 3.48 3.38 4.92
N 5.44 2.83 4.16
H 3.09 3.06 4.04
H 2.94 3.53 5.76
H 6.44 2.77 4.22
H 4.88 2.35 3.47
C 2.12 -6.44 -0.74
O 2.57 -5.70 -1.61
N 2.65 -7.48 -0.14
N 0.84 -6.39 -0.36
H 2.11 -8.04 0.49
H 3.57 -7.68 -0.51
H 0.36 -5.50 -0.37
H 0.38 -7.15 0.11
C -5.31 0.70 -3.90
O -6.41 0.99 -4.28
N -5.06 -0.34 -3.11
N -4.28 1.46 -4.08
H -5.84 -0.91 -2.81
H -4.14 -0.52 -2.72
H -4.39 2.40 -4.41
H -3.43 1.22 -3.58
C 7.54 -3.51 1.43
O 7.25 -3.06 0.41
N 8.71 -4.09 1.64
N 6.72 -3.79 2.36
H 8.69 -4.58 2.52
H 9.37 -4.29 0.90
H 5.88 -3.23 2.27
H 6.93 -4.52 3.03
```

***

The most stable of them is A.

***

--- A ---
ORCA calculation (wB97M-V/def2-TZVPD) on a cluster of 2 separate species, CH2ClNO2 in total.

Calculated values
LUMO (spin up / spin down): -0.44 / -0.44 eV
Orbital gap (spin up / spin down): 9.10 / 9.10 eV

XYZ file:
```
7
CH2ClNO2, DFT wB97M-V/def2-TZVPD
C -0.85 -0.45 0.24
N 1.08 0.50 -0.03
O 1.78 0.49 0.92
O 1.15 0.87 -1.18
Cl -1.28 -0.14 -1.46
H -0.45 -1.47 0.49
H -1.43 0.20 1.03
```

***

--- B ---
ORCA calculation (wB97M-V/def2-TZVPD) on a cluster of 2 separate species, CH2ClNO2 in total.

Calculated values
LUMO: -0.43 eV
Orbital gap: 9.34 eV

XYZ file:
```
7
CH2ClNO2, DFT wB97M-V/def2-TZVPD
O -1.60 1.03 1.02
C -1.55 0.37 0.04
Cl -2.11 -1.22 -0.13
H -1.13 0.68 -0.88
N 1.92 -0.20 -0.38
O 1.49 -0.20 0.72
H 2.98 -0.45 -0.40
```

***

The most stable of them is B.

***

--- A ---
ORCA calculation (wB97M-V/def2-TZVPD) on the ion C2H7N4S with charge +1.

Calculated values
Net charge: +1
LUMO (spin up / spin down): -4.99 / -4.99 eV
Orbital gap (spin up / spin down): 8.19 / 8.19 eV

XYZ file:
```
14
C2H7N4S, DFT wB97M-V/def2-TZVPD
C -1.46 0.24 -0.32
C 1.10 0.58 -1.00
N 0.07 -1.51 -0.24
N -2.72 0.16 -0.03
N 1.44 -0.10 1.20
N 1.07 -0.69 -0.12
S -0.51 1.51 -0.69
H 1.98 1.03 -0.63
H 1.13 0.28 -1.99
H -3.17 -0.58 0.47
H -3.26 0.98 -0.05
H 1.80 -0.78 1.87
H 0.67 0.14 1.81
H 1.85 -1.24 -0.28
```

***

--- B ---
ORCA calculation (wB97M-V/def2-TZVPD) on the ion C2H7N4S with charge +1.

Calculated values
Net charge: +1
LUMO: -4.35 eV
Orbital gap: 9.00 eV

XYZ file:
```
14
C2H7N4S, DFT wB97M-V/def2-TZVPD
C -0.36 0.31 1.46
C 0.77 0.14 -0.72
N -1.08 1.47 -0.11
N 0.37 -0.37 0.59
N 0.86 -1.67 0.66
N -0.42 0.84 -1.31
S -1.13 0.45 2.77
H 1.47 0.99 -0.49
H 1.06 -0.80 -1.36
H -1.99 1.04 -0.05
H 1.52 -1.87 1.43
H 0.10 -2.39 0.76
H -0.04 1.56 -1.81
H -1.11 0.31 -1.82
```

***

The most stable of them is B.

***

--- A ---
ORCA calculation (wB97M-V/def2-TZVPD) on a cluster of 2 separate species, C2H4N4S in total.

Calculated values
LUMO: -0.18 eV
Orbital gap: 7.68 eV

XYZ file:
```
11
C2H4N4S, DFT wB97M-V/def2-TZVPD
C -0.51 1.48 0.39
C 0.75 1.27 0.74
N -0.82 0.95 -0.77
N 0.07 0.35 -1.45
N -0.32 -2.04 -0.26
N 0.46 -2.58 0.52
S 1.55 0.56 -0.64
H -1.31 1.72 1.09
H -1.37 -1.75 -0.17
H 0.16 -1.46 -1.03
H 1.34 1.51 1.58
```

***

--- B ---
ORCA calculation (wB97M-V/def2-TZVPD) on an isolated molecule of C2H4N4S.

Calculated values
LUMO: 0.08 eV
Orbital gap: 8.17 eV

XYZ file:
```
11
C2H4N4S, DFT wB97M-V/def2-TZVPD
N 0.47 0.67 2.58
N 0.64 0.27 1.27
C 1.00 -0.95 0.80
N 0.53 -1.23 -0.39
C -0.26 -0.13 -0.73
S -1.03 0.16 -2.17
N -0.30 0.72 0.34
H 1.37 0.95 2.98
H 0.04 -0.08 3.16
H 1.65 -1.59 1.39
H -0.46 1.72 0.29
```

***

The most stable of them is B.

***

--- A ---
ORCA calculation (wB97M-V/def2-TZVPD) on a cluster of 2 separate species, C6H16 in total.

Calculated values
2S+1: 2
Net charge: -1
<S²>: 0.7503
LUMO (spin up / spin down): 4.11 / 4.20 eV
Orbital gap (spin up / spin down): 2.59 / 11.82 eV

XYZ file:
```
22
C6H16, DFT wB97M-V/def2-TZVPD
C -0.13 2.05 -2.97
C 0.21 0.59 -2.65
H -1.20 2.16 -3.13
H 0.08 2.72 -2.12
H 0.52 2.38 -3.78
H 0.98 0.20 -3.34
H 0.82 0.57 -1.74
H -0.62 -0.11 -2.54
C -0.36 -0.62 1.85
C 0.16 -2.05 2.11
C 0.86 0.31 2.04
C -0.99 -0.48 0.46
H -1.09 -0.45 2.67
H -0.13 -2.53 3.05
H 1.56 0.20 1.21
H 0.58 1.32 2.37
H 1.31 0.02 3.02
H -2.01 -0.10 0.46
H -0.36 0.13 -0.21
H -1.11 -1.48 -0.01
H 1.23 -2.16 1.93
H -0.29 -2.69 1.33
```

***

--- B ---
ORCA calculation (wB97M-V/def2-TZVPD) on a cluster of 2 separate species, C6H16 in total.

Calculated values
2S+1: 2
Net charge: -1
<S²>: 0.7505
LUMO (spin up / spin down): 4.23 / 4.18 eV
Orbital gap (spin up / spin down): 2.77 / 11.42 eV

XYZ file:
```
22
C6H16, DFT wB97M-V/def2-TZVPD
C -0.40 -1.62 -2.31
C 0.79 -0.74 -2.61
C -0.15 -2.49 -1.13
H -0.78 -2.18 -3.24
H -1.26 -0.88 -2.07
H 1.65 -1.07 -2.00
H 1.11 -0.91 -3.59
H 0.82 -2.95 -1.07
H 0.53 0.36 -2.48
H -0.99 -3.13 -0.70
H 0.03 -1.87 -0.22
C -0.39 2.12 2.09
C 1.01 1.93 1.54
C -1.11 0.79 2.23
H -0.38 2.56 3.12
H -0.76 2.82 1.44
H 1.01 1.54 0.54
H 1.64 1.23 2.16
H -1.28 0.28 1.26
H -0.45 0.19 2.81
H 1.44 2.92 1.55
H -2.06 1.07 2.69
```

***

The most stable of them is A.

***

--- A ---
ORCA calculation (wB97M-V/def2-TZVPD) on an isolated molecule of C7H12N2O5.

Calculated values
LUMO: -0.06 eV
Orbital gap: 9.46 eV

XYZ file:
```
26
C7H12N2O5, DFT wB97M-V/def2-TZVPD
N -4.03 -1.26 0.44
C -2.79 -0.65 0.73
C -2.17 -0.25 -0.55
O -2.69 -0.59 -1.59
N -0.99 0.47 -0.59
C -0.26 0.94 0.55
C 0.49 -0.10 1.40
C 1.22 -1.21 0.53
C 2.69 -1.10 -0.10
O 3.44 -0.21 0.09
O 3.02 -2.36 -0.64
C 0.57 2.08 -0.09
O 0.10 3.19 0.09
O 1.72 1.70 -0.60
H -4.14 -1.47 -0.54
H -4.74 -0.62 0.76
H -3.03 0.24 1.30
H -2.13 -1.24 1.26
H -0.80 0.83 -1.53
H -0.95 1.40 1.24
H 1.25 0.45 2.02
H -0.12 -0.64 2.06
H 0.51 -1.43 -0.29
H 1.05 -2.18 1.13
H 3.26 -2.71 0.20
H 1.89 0.73 -0.35
```

***

--- B ---
ORCA calculation (wB97M-V/def2-TZVPD) on an isolated molecule of C7H12N2O5.

Calculated values
LUMO: 0.32 eV
Orbital gap: 10.42 eV

XYZ file:
```
26
C7H12N2O5, DFT wB97M-V/def2-TZVPD
N 0.14 2.83 -1.33
C 0.01 1.40 -1.17
C 1.35 0.76 -1.65
C 1.20 -0.75 -1.82
C 1.08 -1.60 -0.59
O 1.80 -1.61 0.38
O 0.08 -2.59 -0.75
C -0.23 1.22 0.33
O 0.56 1.83 1.14
N -1.21 0.31 0.65
C -1.67 0.01 2.01
C -1.10 -1.31 2.76
O -1.52 -1.62 3.85
O -0.33 -2.13 1.94
H -0.66 3.22 -0.87
H 0.98 2.98 -0.73
H -0.84 0.96 -1.67
H 2.19 0.85 -1.02
H 1.69 1.09 -2.62
H 2.05 -1.33 -2.39
H 0.33 -0.96 -2.51
H -0.29 -2.79 0.17
H -1.62 0.05 -0.13
H -2.79 -0.16 2.09
H -1.34 0.88 2.68
H 0.15 -1.54 1.25
```

***

The most stable of them is B.

***

--- A ---
ORCA calculation (wB97M-V/def2-TZVPD) on a structure of composition C20H28GaNO2S.

Calculated values
LUMO (spin up / spin down): -2.13 / -1.78 eV
Orbital gap (spin up / spin down): 5.83 / 6.01 eV

XYZ file:
```
53
C20H28GaNO2S, DFT wB97M-V/def2-TZVPD
O -4.59 2.62 -4.17
C -5.75 2.16 -4.91
C -6.13 3.56 -5.35
H -6.49 1.69 -4.25
H -5.46 1.48 -5.72
C -4.96 4.00 -4.42
H -7.10 3.92 -5.00
H -5.93 3.75 -6.40
C -5.52 4.66 -3.18
H -6.33 4.02 -2.79
H -5.96 5.64 -3.45
H -4.76 4.81 -2.40
C -3.86 4.78 -5.11
H -3.28 4.11 -5.75
H -3.20 5.26 -4.38
H -4.33 5.56 -5.73
Ga -0.98 -1.08 -1.44
C 2.40 -0.08 -1.02
C 1.82 -1.33 -1.20
C 0.92 -1.28 -2.38
H 2.06 -2.25 -0.66
C 1.02 0.13 -2.85
C 1.93 0.80 -2.04
H 2.27 1.83 -2.18
H 3.13 0.18 -0.26
H 0.78 -2.12 -3.07
H 0.53 0.51 -3.75
C 0.62 1.15 2.33
C 1.13 1.86 1.20
C 0.02 2.26 0.40
H 2.17 2.10 1.01
C -1.16 1.73 1.00
C -0.78 1.06 2.20
H -1.46 0.55 2.89
H 1.22 0.75 3.14
H 0.08 2.83 -0.52
H -2.17 1.87 0.64
O -3.84 3.02 -1.70
C -2.55 3.06 -2.31
C -2.36 1.83 -3.23
H -1.77 3.00 -1.52
H -2.40 4.01 -2.84
C -3.47 0.85 -2.80
H -1.36 1.39 -3.14
H -2.55 2.16 -4.26
C -4.30 1.66 -1.79
H -3.04 -0.03 -2.30
H -4.07 0.52 -3.65
H -4.11 1.22 -0.78
H -5.38 1.63 -2.04
S 0.87 -2.44 2.65
C 0.15 -2.03 1.32
N -0.44 -1.73 0.30
```

***

--- B ---
ORCA calculation (wB97M-V/def2-TZVPD) on a structure of composition C20H28GaNO2S.

Calculated values
LUMO: 0.31 eV
Orbital gap: 7.93 eV

XYZ file:
```
53
C20H28GaNO2S, DFT wB97M-V/def2-TZVPD
O 0.40 0.30 -3.74
C 0.28 1.61 -4.42
C 0.17 1.03 -5.82
H 1.18 2.19 -4.22
H -0.62 2.16 -4.10
C 0.31 -0.32 -5.07
H 1.04 1.24 -6.45
H -0.81 1.15 -6.29
C 1.57 -1.04 -5.48
H 2.43 -0.37 -5.42
H 1.43 -1.35 -6.52
H 1.75 -1.93 -4.87
C -0.91 -1.19 -5.28
H -1.83 -0.65 -5.06
H -0.86 -2.10 -4.69
H -0.92 -1.46 -6.34
Ga -0.12 -0.08 2.82
C -2.68 -0.63 4.62
C -2.16 0.68 4.61
C -1.91 1.06 3.25
H -2.01 1.32 5.48
C -2.29 -0.09 2.41
C -2.78 -1.10 3.30
H -3.24 -2.04 2.98
H -3.05 -1.15 5.51
H -1.75 2.08 2.87
H -2.46 -0.02 1.33
C 1.37 -2.11 4.80
C 0.31 -2.52 3.97
C 0.58 -2.05 2.62
H -0.53 -3.14 4.26
C 1.87 -1.34 2.67
C 2.34 -1.42 4.01
H 3.31 -1.08 4.36
H 1.48 -2.33 5.86
H 0.12 -2.44 1.70
H 2.41 -0.96 1.81
O 0.78 0.89 0.76
C 0.19 0.00 -0.22
C -0.27 0.87 -1.35
H -0.68 -0.58 0.20
H 0.96 -0.73 -0.55
C 0.61 2.12 -1.22
H -1.33 1.10 -1.32
H -0.10 0.27 -2.24
C 0.69 2.28 0.27
H 0.24 2.98 -1.75
H 1.61 1.90 -1.61
H -0.24 2.73 0.68
H 1.59 2.80 0.65
S 1.06 1.51 3.97
C 0.82 1.10 5.57
N 0.68 0.86 6.72
```

***

--- C ---
ORCA calculation (wB97M-V/def2-TZVPD) on a structure of composition C20H28GaNO2S.

Calculated values
LUMO: 0.07 eV
Orbital gap: 7.64 eV

XYZ file:
```
53
C20H28GaNO2S, DFT wB97M-V/def2-TZVPD
O -0.19 3.07 -1.80
C -1.19 3.18 -2.94
C -0.56 4.43 -3.53
H -2.20 3.31 -2.53
H -1.17 2.31 -3.62
C 0.47 4.25 -2.40
H -1.15 5.34 -3.45
H -0.13 4.33 -4.53
C 0.41 5.43 -1.48
H -0.62 5.62 -1.16
H 0.81 6.31 -2.00
H 1.04 5.28 -0.59
C 1.85 4.03 -2.95
H 1.87 3.22 -3.69
H 2.58 3.81 -2.17
H 2.17 4.96 -3.44
Ga 0.08 -2.20 1.47
C 1.65 -4.93 1.14
C 0.27 -5.00 0.83
C -0.06 -3.90 -0.03
H -0.40 -5.78 1.16
C 1.17 -3.11 -0.22
C 2.21 -3.79 0.52
H 3.26 -3.52 0.51
H 2.20 -5.69 1.69
H -0.96 -3.78 -0.63
H 1.30 -2.34 -0.98
C 0.75 -2.62 4.67
C 1.72 -2.41 3.69
C 1.31 -1.27 2.87
H 2.67 -2.94 3.56
C 0.01 -0.83 3.42
C -0.28 -1.64 4.55
H -1.10 -1.50 5.24
H 0.77 -3.40 5.44
H 1.97 -0.65 2.27
H -0.57 0.02 3.04
O -1.47 -0.07 0.59
C -0.20 0.36 -0.05
C -0.51 0.66 -1.49
H 0.64 -0.40 0.01
H 0.14 1.27 0.45
C -2.07 0.85 -1.43
H -0.21 -0.14 -2.22
H 0.04 1.59 -1.77
C -2.40 -0.29 -0.52
H -2.53 0.84 -2.41
H -2.27 1.84 -0.91
H -2.15 -1.24 -1.02
H -3.44 -0.30 -0.16
S -1.99 -2.97 2.12
C -1.75 -4.33 3.08
N -1.79 -5.28 3.77
```

***

The most stable of them is B.

***

--- A ---
ORCA calculation (wB97M-V/def2-TZVPD) on a cluster of 2 separate species, C2H3BrINO2 in total.

Calculated values
LUMO (spin up / spin down): -0.80 / -0.80 eV
Orbital gap (spin up / spin down): 8.38 / 8.38 eV

XYZ file:
```
10
C2H3BrINO2, DFT wB97M-V/def2-TZVPD
C 0.64 0.48 0.05
C -0.92 -0.93 -0.69
N -0.47 -2.17 -0.01
O 0.49 -2.68 -0.56
O -1.04 -2.60 0.92
Br -2.54 -0.25 0.02
I 2.41 -0.57 0.09
H 0.59 1.39 -0.61
H 0.23 0.70 0.99
H -0.45 -0.65 -1.66
```

***

--- B ---
ORCA calculation (wB97M-V/def2-TZVPD) on a structure of composition C2H3BrINO2.

Calculated values
LUMO: -1.65 eV
Orbital gap: 7.22 eV

XYZ file:
```
10
C2H3BrINO2, DFT wB97M-V/def2-TZVPD
C 0.46 0.83 -0.27
C -0.16 -1.45 0.58
N 1.02 -1.80 1.09
O 1.10 -2.02 2.28
O 1.92 -1.84 0.19
Br -1.73 -1.35 1.62
I 2.38 0.58 -0.66
H -0.09 0.96 -1.09
H 0.21 1.42 0.55
H -0.23 -1.53 -0.54
```

***

The most stable of them is A.